1.
A cluster of 2 separate species, C4H10NS in total at a distorted geometry, computed with the ωB97M-V functional and the def2-TZVPD basis.

Properties
- HOMO energy (alpha / beta) (eV) = -13.106 / -13.105
- gap between HOMO and LUMO (alpha / beta) (eV) = 8.2 / 8.2
- relative energy (zero: lowest compared OMol25 entry of this formula, charge and spin) (kJ/mol) = 333.3
- DFT total energy (eV) = -16625.512
- net charge = +1
- LUMO energy (alpha / beta) (eV) = -4.89 / -4.89

Atoms and positions in Å:
C (-1.30133, -1.12332, -1.06614)
C (-1.50316, -0.38563, 0.18767)
C (-2.12958, 0.81511, 0.61041)
C (1.89330, 0.56143, 0.13871)
N (1.75778, -0.92652, 0.39063)
S (-0.56417, -1.71206, 0.53404)
H (-2.02349, -1.69542, -1.46868)
H (-0.69960, -0.71567, -1.90328)
H (-2.15791, 0.97916, 1.70158)
H (-3.19453, 0.51902, 0.35015)
H (-1.88535, 1.53097, -0.08177)
H (1.50361, 1.27755, 0.88420)
H (2.99938, 0.82024, 0.14132)
H (1.48890, 0.70609, -0.78078)
H (2.39721, -1.24068, 1.15640)
H (2.05822, -1.44319, -0.46211)

natural (NBO) atomic charge list, values in e, 6 entries: C -0.436; C -0.024; C -0.684; C -0.430; N -0.836; S 0.711

2.
A cluster of 2 separate species, C3H3Br2NO2 in total at a distorted geometry, computed with the ωB97M-V functional and the def2-TZVPD basis.

Properties
- HOMO energy (alpha / beta) (eV) = -8.358 / -8.358
- gap between HOMO and LUMO (alpha / beta) (eV) = 7.7 / 7.7
- relative energy (zero: lowest compared OMol25 entry of this formula, charge and spin) (kJ/mol) = 176.3
- DFT total energy (eV) = -148826.857
- LUMO energy (alpha / beta) (eV) = -0.65 / -0.64

Atoms and positions in Å:
C (-1.96215, 0.22354, 0.81390)
C (-1.34397, 1.28031, 0.17019)
C (0.61235, -0.07346, -0.34422)
N (-2.38210, -0.72530, 1.31437)
O (1.16040, -0.34026, 0.83043)
O (0.09272, -1.08893, -1.01810)
Br (-1.90949, 1.66267, -1.61420)
Br (1.63196, 1.21462, -1.35414)
H (-0.98478, 2.13516, 0.71760)
H (0.92354, -1.22572, 1.14856)
H (-0.38428, -0.81948, -1.81808)

natural (NBO) atomic charge list, values in e, 6 entries: C 0.195; C -0.525; C 0.621; N -0.346; O -0.664; O -0.680

3.
A cluster of 2 separate species, C4H12NOS2 in total, computed with the ωB97M-V functional and the def2-TZVPD basis.

Properties
- HOMO energy (eV) = -2.707
- gap between HOMO and LUMO (eV) = 6.0
- relative energy (zero: lowest compared OMol25 entry of this formula, charge and spin) (kJ/mol) = 163.5
- DFT total energy (eV) = -29550.666
- net charge = -1
- LUMO energy (eV) = 3.29

Atoms and positions in Å:
C (0.65940, -1.54408, -0.16991)
O (-0.36461, -1.61052, 0.69074)
C (1.75507, -0.55940, 0.28905)
N (2.65823, -0.16336, -0.80102)
H (1.18737, -2.52955, -0.31220)
H (0.37874, -1.22711, -1.21067)
H (1.26658, 0.34602, 0.65755)
H (2.25737, -1.01731, 1.15155)
H (3.35517, 0.49939, -0.48368)
H (3.14096, -0.95234, -1.21104)
C (-2.31973, 0.58796, 1.41662)
C (-2.06856, 0.77940, -0.06797)
S (-0.99889, 2.23379, -0.34591)
S (-0.12586, 1.80539, -2.16152)
H (-3.01346, 1.32624, 1.82047)
H (-1.38028, 0.61334, 1.95683)
H (-2.71736, -0.41709, 1.54457)
H (-3.00156, 0.92297, -0.61358)
H (-1.53269, -0.09134, -0.43559)
H (0.86410, 0.99759, -1.71429)

natural (NBO) atomic charge list, values in e, 6 entries: C -0.015; O -0.965; C -0.256; N -0.867; H 0.063; H 0.069

4.
The molecule C2H6N2O at a distorted geometry, computed with the ωB97M-V functional and the def2-TZVPD basis.

Properties
- HOMO energy (eV) = -9.780
- gap between HOMO and LUMO (eV) = 10.8
- relative energy (zero: lowest compared OMol25 entry of this formula, charge and spin) (kJ/mol) = 352.2
- DFT total energy (eV) = -7196.138
- structure (SMILES) = N/N=C\CO
- LUMO energy (eV) = 0.98

Atoms and positions in Å:
N (0.56957, -1.31020, -0.57439)
N (-0.26697, -1.31125, 0.57235)
C (-0.48336, -0.12203, 1.04900)
C (0.02377, 1.25080, 0.30288)
O (-0.06870, 1.32294, -1.12279)
H (1.23916, -0.66892, -0.36113)
H (0.76383, -2.19983, -0.67070)
H (-1.26834, 0.00310, 1.74577)
H (-0.51662, 2.12752, 0.77955)
H (1.14051, 1.41346, 0.57819)
H (-0.16966, 0.31869, -1.18639)

natural (NBO) atomic charge list, values in e, 6 entries: N -0.661; N -0.229; C 0.001; C -0.164; O -0.716; H 0.357